Here is a gas-phase ion, C3H4NS (charge +1) from OMol25. Energies are from the ωB97M-V functional and the def2-TZVPD basis.

Structure (XYZ):
```
9
Properties=species:S:1:pos:R:3:forces:R:3:mulliken_charge:R:1
S 2.639 -0.386 0.343 -0.6520 1.8897 -0.5735 -0.004
N -0.350 -0.773 -0.124 -0.3786 -0.1471 0.1242 0.058
C 0.703 -1.248 -0.422 2.3255 -0.1966 1.1323 -0.252
C 2.768 0.940 -0.364 0.5865 -3.7024 2.0102 0.078
C -1.362 -0.226 0.345 -1.4618 3.4969 -2.7310 -0.259
H -1.677 0.793 -0.258 0.5031 -2.6594 2.0450 0.246
H 2.893 1.641 -1.090 -0.0680 2.2265 -1.4498 0.434
H 0.971 -2.004 -1.092 -0.2867 -0.9286 -1.4117 0.395
H -1.988 -0.812 0.969 -0.5680 0.0210 0.8542 0.304
```
Forces are in eV/Å.

Values from the calculation:
**Gap between HOMO and LUMO (alpha / beta)**: 7.62 / 7.62 eV
**Total energy**: -569.19345 Ha
**Total charge**: +1
**Lowest unoccupied orbital energy (alpha / beta)**: -5.53 / -5.53 eV
**HOMO (alpha / beta)**: -13.1 / -13.1 eV
**Energy above the lowest of the compared OMol25 structures with the same formula, charge and spin**: 96.7 kcal per mole


Here is a molecular structure, C4H10NO from OMol25. Energies are from the ωB97M-V functional and the def2-TZVPD basis.

Structure (XYZ):
```
16
Properties=species:S:1:pos:R:3:forces:R:3:mulliken_spin:R:1
O -1.175 -1.170 2.373 0.4097 0.7365 1.4268 0.616
N 1.160 0.664 -1.710 -2.7003 0.4521 -0.1353 0.044
C -0.404 -0.045 0.161 -2.4169 1.3471 4.0519 0.366
C 0.602 2.085 -1.324 0.0489 -3.6631 3.0756 0.007
C 0.860 -0.190 -0.481 3.9673 -3.4873 -3.4412 -0.029
C -1.011 -1.535 1.179 0.0622 0.2936 -2.0325 -0.043
H 0.716 2.805 -2.066 0.2514 1.0879 -1.2125 0.002
H 1.077 2.338 -0.323 0.1111 0.1074 -1.5157 0.000
H -0.166 0.651 1.018 -1.2841 -0.5554 -0.6908 -0.011
H 1.797 -0.068 0.074 -0.7772 0.6109 0.9577 0.007
H -0.285 -2.293 0.919 0.8872 -0.2243 0.1435 0.005
H -0.435 1.913 -0.959 0.3173 0.8446 -1.0134 -0.008
H 0.532 0.296 -2.503 1.1593 0.8414 1.4681 -0.005
H -1.940 -1.752 0.673 -0.6456 0.1659 -0.7346 0.030
H 1.047 -1.340 -0.691 -0.5398 1.9952 -0.5784 0.017
H -1.341 0.268 -0.365 1.1496 -0.5525 0.2306 0.002
```
Forces are in eV/Å.

Values from the calculation:
**Multiplicity**: 2
**⟨S²⟩**: 0.7673
**Gap between HOMO and LUMO (alpha / beta)**: 10.38 / 7.93 eV
**Total energy**: -288.22387 Ha
**Lowest unoccupied orbital energy (alpha / beta)**: 0.96 / -1.66 eV
**HOMO (alpha / beta)**: -9.4 / -9.6 eV
**Energy above the lowest of the compared OMol25 structures with the same formula, charge and spin**: 64.7 kcal per mole


Here is 3 unconnected molecules or ions with the total composition C5H11NO2 from OMol25. Energies are from the ωB97M-V functional and the def2-TZVPD basis.

Structure (XYZ):
```
19
Properties=species:S:1:pos:R:3:forces:R:3:mulliken_charge:R:1
O 1.800 -0.351 0.766 0.4971 0.0020 0.7509 -0.641
O 1.577 3.655 5.642 -0.1534 -0.2477 -0.1915 -0.645
N -0.747 -0.832 -2.688 0.0589 -0.2760 0.1736 -0.089
C 0.120 0.230 -2.692 0.9945 0.1874 0.7426 -0.563
C -0.495 -0.222 -0.609 -0.4363 -0.0018 -0.1232 -0.001
C -1.136 -1.146 -1.388 1.1279 1.0728 -1.2258 0.170
C -1.962 -2.366 -1.175 1.2217 -0.1523 0.7607 -1.223
C 0.382 0.628 -1.396 -2.0459 0.1697 -0.0003 -0.562
H -2.403 -2.330 -0.185 -0.3253 -0.0394 0.0047 0.325
H 1.881 0.600 0.896 0.0869 -0.0248 -0.1002 0.322
H -1.287 -3.260 -1.174 -0.7054 0.5086 -0.2403 0.252
H -2.710 -2.420 -1.947 -0.4126 -0.3373 -0.1536 0.338
H 1.366 -0.643 1.576 0.0790 -0.1146 -0.0735 0.317
H 2.168 3.308 6.315 0.0133 0.2244 0.0213 0.323
H -0.833 -1.499 -3.433 -0.0143 0.1541 -0.2576 0.228
H 0.593 0.596 -3.579 -0.1143 -0.0222 -0.4547 0.425
H -0.766 -0.137 0.412 0.2826 0.1762 0.8437 0.440
H 1.602 4.613 5.692 0.1406 0.0184 0.1646 0.322
H 0.851 1.577 -1.033 -0.2952 -1.2976 -0.6415 0.262
```
Forces are in eV/Å.

Values from the calculation:
**Gap between HOMO and LUMO**: 8.65 eV
**Total energy**: -402.31667 Ha
**Lowest unoccupied orbital energy**: 0.87 eV
**HOMO**: -7.8 eV
**SMILES**: Cc1ccc[nH]1.O.O
**Energy above the lowest of the compared OMol25 structures with the same formula, charge and spin**: 38.6 kcal per mole